DFT (wB97M-V/def2-TZVPD) results for a 5-piece molecular cluster, C20H35N5 overall at a distorted geometry.

Element x y z (Å)
N 4.83416 -19.20116 -19.62888
N 13.25751 -20.04207 -25.62885
N 13.21265 -20.50972 -28.94443
N 15.78037 -15.24038 -25.83626
N 8.46175 -18.90794 -26.03795
C 15.31391 -16.75889 -22.53971
C 14.42215 -13.32411 -24.73528
C 10.46618 -17.16611 -24.04079
C 11.26507 -17.63199 -28.72045
C 12.06646 -13.91415 -25.70718
C 10.81559 -16.44993 -22.76907
C 8.32465 -18.86422 -20.36459
C 15.16656 -14.36710 -25.37193
C 12.58495 -17.01736 -28.26681
C 7.15902 -19.77352 -20.86696
C 5.87781 -19.46560 -20.09860
C 14.38767 -17.50204 -23.43083
C 7.90930 -17.35704 -20.27052
C 12.28345 -19.90929 -28.58069
C 14.98482 -18.69834 -24.16521
C 9.48914 -18.32798 -23.70469
C 11.24420 -19.03408 -28.07340
C 8.92139 -18.67401 -25.02092
C 14.06359 -19.48891 -25.01623
C 13.17276 -12.83581 -25.50052
H 13.66128 -17.88327 -22.71311
H 12.50403 -14.78855 -26.18890
H 6.95697 -19.64119 -21.92987
H 15.80522 -17.41770 -21.82369
H 13.41221 -17.57365 -28.70757
H 9.99097 -19.17428 -23.23559
H 12.65161 -16.03910 -28.74291
H 11.27848 -17.07903 -22.00877
H 11.29537 -13.57410 -26.39847
H 12.79471 -17.01902 -27.19718
H 15.80818 -18.32208 -24.77233
H 14.06719 -13.66311 -23.76204
H 15.06964 -12.51079 -24.40762
H 9.24407 -18.96805 -20.94077
H 11.35926 -17.53372 -24.54613
H 12.76539 -12.03786 -24.87969
H 8.70982 -16.71373 -19.90524
H 11.31537 -19.04960 -26.98584
H 15.44963 -19.40959 -23.48244
H 11.30285 -17.55644 -29.80717
H 9.98640 -16.46754 -24.72629
H 8.59990 -18.05363 -23.13717
H 11.69161 -14.13969 -24.70882
H 16.06489 -16.20474 -23.10278
H 10.46108 -17.00016 -28.34296
H 7.52887 -16.93401 -21.20026
H 10.36229 -19.56634 -28.42983
H 13.80996 -16.86384 -24.09946
H 7.45962 -20.79996 -20.65678
H 14.80974 -15.98427 -21.96190
H 7.14840 -17.24266 -19.49848
H 8.58959 -19.18606 -19.35745
H 11.48218 -15.63261 -23.04429
H 9.89092 -16.05494 -22.34826
H 13.42231 -12.37256 -26.45510

## Properties
HOMO-LUMO gap (eV): 10.82
Strongest force on any atom (eV Å⁻¹): 3.15
Charge: 0
Molecular weight (g/mol): 345.53

---

DFT (wB97M-V/def2-TZVPD) results for a single C20H35NOS molecule.

Element x y z (Å)
S 1.62944 -2.25131 1.31834
O -4.51327 0.41158 0.67233
N -2.17737 3.23912 0.83179
C 4.33382 -0.75463 -2.20755
C 0.97309 2.97618 -1.39177
C -0.70706 -1.30433 0.10603
C 2.89491 -0.37199 -1.86155
C 4.71284 -0.43696 -3.64935
C -1.84538 -0.52036 0.11755
C 1.46690 -3.57825 0.04652
C -3.19310 2.36366 0.26489
C 1.22691 1.46991 -1.41823
C -3.40087 1.12940 1.18213
C 2.64449 1.13425 -1.87551
C 2.81765 -4.27024 -0.04175
C -4.50815 3.12598 0.13589
C 0.35756 -4.54008 0.43462
C 0.11817 -1.33727 1.22183
C -0.80150 3.01126 0.43240
C -0.21408 -0.57729 2.34125
C -0.46880 3.33381 -1.03157
C -1.34699 0.20991 2.34023
C -2.17256 0.25674 1.22203
H -3.62106 1.49992 2.19526
H -2.49046 -0.50232 -0.74888
H 1.07012 1.05032 -0.42312
H 2.21428 -0.85672 -2.56671
H -2.42342 4.20437 0.63898
H 4.45902 -1.82785 -2.04127
H -1.58804 0.80761 3.20648
H -0.17767 3.63258 1.08287
H 0.59164 -5.01389 1.38568
H 2.78919 -5.04285 -0.80754
H 0.50846 0.99632 -2.09231
H 3.59697 -3.55483 -0.29392
H 0.25356 -5.31408 -0.32410
H -1.14447 2.78446 -1.69105
H 4.69788 0.63455 -3.82973
H -4.40590 3.93369 -0.58649
H 2.66663 -0.74882 -0.86187
H -0.59418 -4.02173 0.53361
H -0.56494 1.96950 0.63904
H 5.01499 -0.23553 -1.52968
H -0.46987 -1.87163 -0.78004
H -2.91069 1.97905 -0.72739
H -4.59773 -0.40696 1.17263
H 5.71449 -0.80208 -3.86569
H 3.06925 -4.73119 0.91088
H 2.79864 1.52891 -2.88147
H 0.43135 -0.61007 3.20580
H -4.78615 3.54531 1.10015
H 1.65036 3.44453 -0.67375
H 1.24866 -3.08560 -0.90357
H 4.01860 -0.91270 -4.33915
H -5.29272 2.45291 -0.19500
H 1.20149 3.38799 -2.37850
H 3.36104 1.62247 -1.21085
H -0.63157 4.40167 -1.20485

## Properties
HOMO-LUMO gap (eV): 8.84
Strongest force on any atom (eV Å⁻¹): 0.55
Charge: 0
Molecular weight (g/mol): 337.57

---

DFT (wB97M-V/def2-TZVPD) results for an isolated ion of composition C20H35OSi and charge +1 at a distorted geometry.

Element x y z (Å)
Si 0.38462 -0.58506 -2.78929
O -0.98468 1.28503 1.02356
C 0.12281 1.26672 -2.80517
C -1.58051 0.32218 3.87303
C 0.61622 -1.23683 -0.98693
C -1.30112 1.69293 -2.46041
C -1.14648 -1.47173 -3.43552
C 1.04162 -0.34811 0.08499
C -1.10817 1.08639 6.12510
C 0.40615 1.63259 4.30398
C 2.20828 0.54018 -0.04975
C -1.85454 2.35200 1.39406
C 0.04273 1.73376 5.65746
C 1.62810 -0.90050 2.44813
C -1.89999 0.36195 5.22953
C -0.94456 -2.93096 -3.85305
C -0.64264 -1.51607 1.58751
C 0.49349 -0.47078 1.50183
C 1.85032 -1.04760 -3.85280
C 0.00870 0.84854 1.93183
C 1.66969 -0.68438 -5.33218
C -0.40470 0.91670 3.41317
H 0.41310 1.62077 -3.80598
H -1.38804 1.14432 7.17885
H 2.01788 -2.12915 -3.73572
H 1.33158 -2.07632 -1.12429
H -1.67946 2.75988 2.40763
H -1.51652 1.51916 -1.39863
H 2.73583 -0.54579 -3.43504
H 2.38949 -0.11880 2.52029
H 1.50925 0.39297 -5.46833
H -2.24834 -0.15398 3.14690
H -1.70764 3.16714 0.67501
H 0.64655 2.34456 6.33867
H -2.80289 -0.15484 5.56678
H 2.10878 -1.80866 2.06883
H 0.83402 1.57683 1.84522
H -0.67866 -3.56815 -3.00026
H 0.83325 1.71337 -2.09587
H 3.02248 0.24132 0.63203
H 1.96152 1.58978 0.18835
H 2.57133 -0.95709 -5.89653
H -2.88774 1.97303 1.33190
H 1.23413 -1.10219 3.45450
H 1.30835 2.13224 3.93195
H -1.52866 -0.87303 -4.27703
H -1.90836 -1.41030 -2.64317
H -1.87900 -3.32464 -4.27271
H -1.41280 2.76808 -2.65165
H -0.29332 -2.48014 1.19755
H 0.82247 -1.21263 -5.79167
H -1.51766 -1.16204 1.01984
H -2.05202 1.16487 -3.06035
H -0.37107 -1.69040 -0.80604
H -0.94016 -1.65722 2.62598
H 2.63376 0.51391 -1.05716
H -0.16680 -3.04383 -4.61893

## Properties
HOMO-LUMO gap (eV): 6.98
Strongest force on any atom (eV Å⁻¹): 3.53
Charge: +1
Molecular weight (g/mol): 319.58

---

DFT (wB97M-V/def2-TZVPD) results for C20H36BrIrNO6SSi as an isolated structure.

Element x y z (Å)
Ir 0.05910 -0.54686 0.37294
Br -0.77721 -7.75668 -1.47531
S -0.82287 0.52196 -1.30848
Si 1.30252 0.75846 -2.05964
O -1.31642 -1.83394 1.13637
O 0.09854 -2.40264 -0.40765
O -0.29761 0.97579 1.79973
O 1.78826 0.24820 -0.51800
O 1.64418 -0.38204 -3.09711
O 1.62469 2.23000 -2.50596
N -2.94238 -5.66591 1.32302
C 0.19328 4.14539 -2.64721
C 1.81760 -0.41424 -4.57721
C -0.86946 -2.78935 0.37158
C 3.47539 -1.55133 -0.69039
C -1.14833 2.96678 2.91209
C -2.42626 -4.45088 1.26594
C -1.38336 -4.12463 0.39332
C -2.44162 -6.59635 0.51661
C 4.13584 0.86245 -0.43409
C 2.69194 4.32295 -2.87148
C 1.87702 -1.88739 -4.92457
C 2.99716 -0.33293 1.46440
C 1.66928 3.78535 -0.64440
C 3.11754 0.29886 -4.89387
C 0.61375 0.26778 -5.19923
C 1.54056 3.65343 -2.14878
C 3.16322 -0.22388 -0.03408
C -0.85160 -5.10398 -0.45710
C -1.17915 2.16713 1.64121
C -1.39891 -6.36377 -0.38818
H -2.88330 -7.58430 0.58194
H -0.62657 3.61396 -2.15674
H 1.55031 4.82904 -0.35476
H 2.25121 -1.09432 1.74199
H -0.04500 -4.87721 -1.14081
H -1.76025 3.86002 2.78017
H 2.74596 0.62548 1.91710
H 3.90555 1.81159 0.04989
H -0.30886 -0.23851 -4.91023
H 0.56449 1.32057 -4.91277
H -0.76056 2.69854 0.79246
H 0.95151 -2.38950 -4.64353
H 3.29509 0.27487 -5.96934
H -1.57437 2.40915 3.74805
H 2.68194 5.39375 -2.66766
H 0.89331 3.20617 -0.13758
H 0.10723 4.00863 -3.72465
H 3.64802 3.92013 -2.53635
H 3.08051 1.34330 -4.58261
H 2.71492 -2.36966 -4.42157
H 5.13812 0.56009 -0.12748
H 2.01557 -2.00388 -5.99968
H 4.43601 -1.89981 -0.30728
H 4.16074 0.99589 -1.51809
H 3.95801 -0.19744 -4.40693
H 2.60386 4.18079 -3.94781
H 2.64739 3.44878 -0.29587
H 0.68451 0.22924 -6.28645
H 3.55633 -1.45074 -1.76946
H -0.13536 3.28013 3.15856
H 3.93326 -0.68297 1.90256
H -2.84635 -3.70347 1.92848
H -0.58479 0.53208 2.61355
H 2.72494 -2.30701 -0.45995
H 0.07947 5.20729 -2.42956
H -2.17156 1.79306 1.39077

## Properties
Spin multiplicity: 2
⟨S²⟩: 0.75
HOMO-LUMO gap (alpha / beta) (eV): 5.93 / 4.72
Strongest force on any atom (eV Å⁻¹): 0.58
Charge: +2
Molecular weight (g/mol): 718.78